# C39H69F3O39

13 unconnected molecules or ions with the total composition C39H69F3O39 in a non-equilibrium geometry (ωB97M-V with the def2-TZVPD basis set, the OMol25 dataset).

* energy above the lowest of the compared OMol25 structures with the same formula, charge and spin: 110.7 kcal/mol
* orbital gap: 10.371 eV
* net charge: 0
* LUMO level: 0.223 eV
* calculated total energy: -129560.476 eV

CARTESIAN COORDINATES (ANGSTROEM)
1 C -1.893319 -4.301257 -2.755630
2 C -2.664429 -5.421397 -2.233410
3 O -3.740889 -5.731327 -2.979040
4 C -3.540409 -5.121767 -4.189830
5 O -4.308189 -5.275417 -5.163840
6 O -2.550179 -4.177157 -4.046550
7 F -3.124289 -4.853177 -1.052350
8 H -0.840189 -4.582287 -2.759560
9 H -2.087629 -3.404607 -2.167110
10 H -2.003769 -6.230857 -1.922930
11 C -0.852319 5.848623 -4.565480
12 C -1.597489 6.184713 -3.245810
13 O -2.127789 4.984643 -2.862950
14 C -1.569399 4.019753 -3.543100
15 O -1.747309 2.804193 -3.534810
16 O -0.549849 4.573743 -4.217390
17 F -2.542669 6.981653 -3.650120
18 H 0.057091 6.447663 -4.612670
19 H -1.427419 5.947423 -5.486130
20 H -0.983219 6.660513 -2.481350
21 C 2.606121 -7.315377 -2.736600
22 C 1.937151 -6.384457 -1.738710
23 O 1.855221 -5.183697 -2.499540
24 C 2.711431 -5.202237 -3.538510
25 O 3.037411 -4.215817 -4.187730
26 O 3.175191 -6.449627 -3.726310
27 F 2.720381 -6.387347 -0.678330
28 H 1.875981 -7.869027 -3.326900
29 H 3.276401 -8.085997 -2.355850
30 H 0.943771 -6.740307 -1.465460
31 C 0.284091 -1.716957 -3.760840
32 O 0.837791 -1.633457 -5.045790
33 C 0.794751 -2.596167 -5.938140
34 O 0.338601 -3.744897 -5.731770
35 O 1.450521 -2.213117 -7.016590
36 C 1.558171 -3.076787 -8.166900
37 H -0.628619 -2.311367 -3.719090
38 H 0.054311 -0.706677 -3.422280
39 H 1.018671 -2.063407 -3.033880
40 H 2.405771 -3.723727 -7.940730
41 H 1.677171 -2.572177 -9.125700
42 H 0.705661 -3.755097 -8.201780
43 C -0.699149 1.687983 4.183160
44 O -0.054139 1.565813 5.507820
45 C -0.659359 0.984243 6.549610
46 O -1.770469 0.437433 6.537260
47 O 0.148931 1.169443 7.569310
48 C -0.115279 0.551693 8.781250
49 H -1.642419 2.223143 4.073860
50 H -0.794399 0.630963 3.934680
51 H -0.031149 2.271853 3.549930
52 H -0.277269 -0.523977 8.712040
53 H -0.911739 1.009153 9.368170
54 H 0.780291 0.805363 9.348440
55 C 6.689961 3.177683 -2.651120
56 O 5.344271 2.963293 -2.332470
57 C 4.607401 1.914033 -2.979800
58 O 4.969821 1.225823 -3.894150
59 O 3.369751 1.978003 -2.539270
60 C 2.291321 1.342833 -3.171540
61 H 7.076261 3.858223 -1.892350
62 H 6.842261 3.853093 -3.492990
63 H 7.333801 2.304023 -2.752570
64 H 1.488641 2.040173 -3.411400
65 H 1.767681 0.655893 -2.506690
66 H 2.440731 0.775763 -4.090350
67 C -3.891149 0.905623 2.516170
68 O -2.994909 0.022263 3.172870
69 C -3.025859 -1.313987 2.777180
70 O -3.927099 -1.912167 2.175200
71 O -1.988109 -1.875767 3.303260
72 C -1.808979 -3.271507 3.247560
73 H -3.594009 1.954323 2.523130
74 H -4.876169 0.846093 2.979070
75 H -4.230159 0.499663 1.563090
76 H -0.770289 -3.568947 3.391660
77 H -1.968209 -3.587137 2.216480
78 H -2.471639 -3.825697 3.912280
79 C 4.488311 8.134523 -2.251520
80 O 4.263711 6.877623 -1.648330
81 C 3.342481 6.108753 -2.173410
82 O 2.603091 6.332923 -3.088760
83 O 3.271221 5.148453 -1.220160
84 C 2.087911 4.420883 -1.039530
85 H 5.489891 8.484613 -2.001800
86 H 3.782511 8.962673 -2.187360
87 H 4.719911 8.039533 -3.312390
88 H 2.285901 3.593533 -0.358060
89 H 1.797251 4.039133 -2.018240
90 H 1.276441 5.001633 -0.600970
91 C -0.882179 7.830433 3.785970
92 O -1.378879 6.766253 2.958470
93 C -0.763509 5.653563 2.595010
94 O -1.314279 4.982703 1.750650
95 O 0.561201 5.599463 3.078920
96 C 1.444281 4.603253 2.568810
97 H -0.365479 7.373093 4.629740
98 H -1.652419 8.534613 4.100550
99 H -0.230229 8.473163 3.194400
100 H 2.059101 4.362403 3.436040
101 H 2.227181 4.939223 1.888890
102 H 0.837911 3.813843 2.124680
103 C -2.454439 -7.731907 1.017920
104 O -1.166959 -7.714847 1.530140
105 C -0.400889 -6.626037 1.406480
106 O -0.667019 -5.633287 0.695390
107 O 0.734931 -6.851417 2.006970
108 C 1.547501 -5.677207 2.190050
109 H -2.908429 -8.688747 1.275700
110 H -2.477949 -7.576407 -0.060680
111 H -3.104569 -7.023447 1.531250
112 H 1.775421 -5.256637 1.210620
113 H 2.463221 -5.808707 2.766480
114 H 0.902111 -4.959257 2.696120
115 C -0.056469 -2.846667 -0.159970
116 O -0.109989 -1.466097 -0.653150
117 C -0.196289 -0.445307 0.154250
118 O -0.084869 -0.436377 1.344440
119 O -0.406779 0.643163 -0.600260
120 C -0.548129 1.921753 -0.066650
121 H -0.028259 -3.394937 -1.101620
122 H -0.905979 -3.119637 0.466060
123 H 0.795071 -2.982807 0.506690
124 H -0.927759 1.947343 0.954790
125 H -1.355099 2.338723 -0.669170
126 H 0.423481 2.410343 -0.139780
127 C -6.416749 5.201283 0.444980
128 O -5.892129 4.128843 -0.265710
129 C -5.945459 2.863023 0.271170
130 O -6.595549 2.492803 1.216050
131 O -5.277279 1.926753 -0.562550
132 C -4.362269 2.349033 -1.625870
133 H -6.084189 6.035263 -0.173070
134 H -6.078439 5.420223 1.457750
135 H -7.495469 5.351513 0.401420
136 H -4.864369 2.721373 -2.518820
137 H -3.774349 1.470353 -1.891150
138 H -3.615879 3.116803 -1.422060
139 C 1.163961 -1.533877 4.275580
140 O 1.261301 -2.790907 4.964500
141 C 2.314761 -3.611127 4.765100
142 O 3.121681 -3.495387 3.859170
143 O 2.332941 -4.498327 5.781290
144 C 3.475541 -5.313587 6.078470
145 H 2.073181 -0.934397 4.320670
146 H 0.526021 -0.898867 4.890310
147 H 0.742311 -1.565117 3.270920
148 H 3.398071 -5.987057 6.932020
149 H 4.326151 -4.707987 6.391220
150 H 3.681601 -6.019207 5.273650

Cartesian forces, eV/Å:
-0.3 0.3 -2.2
0.5 0.3 4.4
0.3 -0.7 -1.7
-3.2 1.3 -2.9
3.6 0.5 3.8
0.1 -0.6 -1.2
-0.9 -0.9 1.1
0.1 0.5 -0.9
0.1 0.0 -0.3
-0.6 -0.7 -0.2
1.0 1.9 1.9
1.8 1.0 -2.4
-2.2 -0.6 1.9
1.7 -4.2 -0.8
-0.3 3.3 0.6
1.6 -3.5 -1.7
-3.0 2.4 0.3
0.1 -0.1 -0.3
-0.4 0.0 0.2
-0.1 -0.2 0.3
-1.2 -0.8 -1.9
-0.5 -1.6 -2.7
-0.5 0.1 1.8
1.7 2.3 -2.0
-1.1 -2.7 1.7
0.7 0.3 0.4
0.9 1.4 1.8
-0.4 -0.2 0.3
0.4 0.7 0.2
-0.1 0.5 0.2
-0.3 -0.1 1.0
0.4 1.3 -0.8
-0.5 -4.2 1.1
0.7 2.9 -0.7
-0.2 1.2 -1.0
-0.1 -1.5 1.2
0.2 0.0 -0.2
-0.2 0.1 -0.4
0.1 -0.5 -0.2
0.2 0.1 -0.4
0.0 0.6 0.6
-0.2 0.2 -0.1
0.5 -1.2 0.7
-0.3 1.3 -0.5
-2.9 -0.4 -1.5
2.6 1.0 0.3
0.3 0.3 -0.6
0.3 -0.1 1.8
-0.3 -0.3 1.1
-0.3 0.5 -1.0
0.5 -0.5 0.3
0.1 0.1 -0.2
-0.5 0.0 -0.5
0.1 -0.6 0.2
1.1 1.1 -0.2
-2.2 -2.4 -0.6
1.1 1.7 -1.2
0.7 0.3 0.8
0.1 0.8 1.2
-1.8 -1.1 -0.7
0.0 -0.6 0.7
-0.5 -0.5 -0.8
-0.4 -0.1 0.1
0.4 0.7 0.0
0.6 -0.1 0.5
1.0 0.2 0.1
-2.2 -1.0 -0.2
0.4 -1.6 -1.0
-3.2 0.4 -0.4
1.9 1.9 0.9
2.0 0.1 1.3
-0.2 -1.0 -1.5
0.6 -0.4 -0.1
0.0 0.3 0.8
0.9 0.4 -0.6
0.0 0.7 0.7
-0.6 -0.2 0.0
0.0 0.3 0.1
2.0 0.6 -2.0
1.2 2.0 -0.3
-1.6 -0.4 2.3
0.2 -0.4 -0.3
0.2 -0.1 -0.2
-0.5 -0.7 -0.9
-0.2 0.0 1.2
-0.5 -0.6 0.7
-0.8 -0.5 -0.4
0.3 0.1 -0.2
-0.4 -0.2 0.2
0.0 0.4 -0.1
1.1 -0.4 -0.1
-1.1 0.7 0.7
1.5 1.1 -1.4
1.3 -0.7 1.2
-2.3 0.6 -0.8
0.2 -0.3 0.6
0.0 0.5 0.1
-0.6 -0.8 0.0
0.5 -0.4 0.0
-0.4 -0.9 0.1
-0.7 0.7 -0.6
0.4 -0.3 0.2
-1.7 0.1 -0.2
1.5 0.1 0.9
-1.1 1.2 -2.7
0.3 -2.0 1.8
0.9 -0.2 1.0
-0.6 1.1 -0.5
0.5 -0.2 -0.2
0.0 0.1 0.1
0.2 0.5 -0.3
0.2 -0.1 0.2
-0.4 -0.8 -0.1
0.3 0.2 0.1
0.0 1.0 0.3
-0.2 -1.4 -0.6
0.0 1.2 0.1
0.0 -0.3 0.9
0.1 -1.7 -0.8
-0.6 0.5 0.5
0.3 -0.2 0.6
-0.3 0.3 -0.5
0.4 0.0 -0.5
0.3 -0.3 0.2
0.5 0.6 -0.1
-0.3 0.4 0.0
-0.5 2.5 -0.4
0.7 -2.7 0.6
-0.2 -1.0 -1.8
1.1 0.8 -0.9
-0.2 2.2 1.1
0.1 -0.1 -0.2
0.2 0.3 0.2
0.3 -0.8 0.0
-0.2 -1.0 0.1
-0.5 -0.3 0.2
-0.4 -0.1 0.1
-0.3 0.1 1.0
0.0 1.0 0.4
0.3 -0.7 0.2
1.0 1.1 -0.4
-0.8 -0.5 1.1
-0.5 -0.2 0.5
0.8 -0.2 -0.5
0.5 -0.7 -0.4
-0.5 -0.6 0.0
0.2 -0.4 0.1
-1.4 0.4 0.2
0.1 0.2 -0.8
0.3 0.5 -0.4